Molecular formula: C36H43N5OOsS
Method: DFT, ωB97M-V/def2-TZVPD

Its charge is +2. As for the spin multiplicity: 5. Its total energy is -2234.85638 hartree. As for the energy above the lowest of the compared OMol25 structures with the same formula, charge and spin: 0.0 kcal/mol. For the HOMO energy (spin up / spin down), the calculation gives -0.4122 / -0.4807 Ha. Its expectation value of S² is 6.053. Its LUMO energy (spin up / spin down) is -5.46 / -7.48 eV. As for the gap between HOMO and LUMO (spin up / spin down): 0.212 / 0.206 Eh.

Structure (XYZ):
```
87
C36H43N5OOsS, DFT ωB97M-V/def2-TZVPD
Os -0.23024 -0.04063 -0.45415
S -1.39243 4.04975 -6.31247
O 0.31718 -2.01538 -1.32677
N -0.92865 0.55359 -2.42309
N 1.87559 0.52862 -1.00553
N -1.63117 1.58030 -7.33763
N -1.55205 -1.30132 0.71012
N 0.69909 -0.15391 1.30350
C 4.10237 0.51908 2.57353
C 0.02915 0.42839 3.61184
C 2.60893 0.69152 0.25659
C -1.35628 1.72674 -4.97904
C 0.99710 -6.37122 -3.03514
C -2.81324 3.28917 1.44188
C -0.16223 -2.97033 -1.95682
C -3.28355 4.25457 0.35240
C -1.61794 1.71794 -2.57379
C -2.92376 -1.08148 0.19103
C -4.01955 2.63780 2.12652
C -1.97135 4.03835 2.47587
C -2.12145 -0.37967 4.32754
C 3.88130 1.24485 0.29502
C 2.81791 0.00370 2.55376
C -1.37200 -0.81884 2.09446
C -0.66931 0.49233 -4.82560
C -1.31475 1.34983 0.32782
C 1.73142 -4.38415 -1.22627
C 2.46592 -5.54868 -1.30459
C -1.49964 2.34828 -6.23021
C -1.32248 -2.76597 0.78010
C -2.34212 -0.94263 3.07644
C -1.99326 2.22875 0.83815
C 2.61712 -0.53393 -1.73248
C 0.24770 -5.21149 -2.95151
C 1.87901 1.75919 -1.84026
C -0.47970 -0.02310 -3.57739
C -0.95713 0.33341 4.57994
C -0.15530 -0.21550 2.38701
C 2.04050 0.14809 1.41008
C -1.51508 -2.87735 -2.59670
C 0.61642 -4.20509 -2.05174
C 2.10004 -6.53516 -2.21110
C -1.84032 2.31986 -3.78264
C 4.61754 1.17935 1.46618
H 0.07988 -0.93167 -3.45604
H 2.42717 -0.52065 3.41312
H -3.19496 -0.03542 0.31364
H 2.67771 -7.44463 -2.27040
H -4.64366 2.10708 1.40935
H -2.93424 -1.34068 -0.86677
H -2.43909 4.69649 -0.16663
H -1.41669 -2.95530 -3.67927
H 2.67024 -1.42208 -1.11869
H -1.63697 3.37038 3.26208
H -3.26900 -1.44746 2.87608
H -0.60787 -5.09284 -3.59154
H 3.31691 -5.69590 -0.66459
H 3.62188 -0.15867 -1.93478
H -4.62693 3.40960 2.59388
H -3.63840 -1.71740 0.70705
H 0.91255 1.02411 3.78432
H 1.99935 -3.61686 -0.51654
H -1.69505 2.00183 -8.25076
H 1.28205 1.58924 -2.73199
H -2.87724 -0.46998 5.09255
H 5.60309 1.60960 1.49759
H -3.85938 5.05993 0.79978
H -0.24899 -0.02602 -5.67138
H 0.72233 -7.14171 -3.73134
H 2.12025 -0.75483 -2.66491
H -3.69925 1.94173 2.89666
H -1.55020 -3.23196 -0.16879
H -2.14490 -3.70535 -2.28129
H -1.99602 -3.18638 1.52986
H 2.89542 2.00897 -2.14692
H -1.89022 0.61258 -7.25346
H -2.38879 3.24780 -3.81436
H -1.99133 -1.92181 -2.35484
H 4.70303 0.40897 3.46001
H -3.91791 3.75034 -0.37200
H -0.29363 -2.96572 1.06352
H 1.45466 2.57549 -1.26166
H -0.82305 0.83112 5.52621
H 4.31673 1.68927 -0.58303
H -1.10012 4.49589 2.01848
H -1.99667 2.15588 -1.65745
H -2.57350 4.82285 2.92248
```

Molecular formula: C36H44BCdN9O2S4
Method: DFT, ωB97M-V/def2-TZVPD

Its charge is 0. Its total energy is -3826.97754 hartree. As for the energy above the lowest of the compared OMol25 structures with the same formula, charge and spin: 0.0 kcal/mol. For the HOMO energy, the calculation gives -0.2819 Ha. Its LUMO energy is 0.43 eV. As for the gap between HOMO and LUMO: 0.298 Eh.

Structure (XYZ):
```
97
C36H44BCdN9O2S4, DFT ωB97M-V/def2-TZVPD
Cd -0.22124 0.15519 0.36802
S -0.43701 -0.66189 -2.06088
S 2.49753 0.23632 0.05100
S 0.55626 -2.64939 1.57422
S -0.62323 2.66138 0.42966
O -2.25343 -0.32654 1.20997
O 0.52842 -1.22931 2.10231
N -2.27955 1.27209 -2.83714
N 3.37147 -0.82111 -2.33293
N 1.60740 3.02883 -1.13562
N 1.83839 3.80711 0.89212
N -2.79531 -1.35039 0.65469
N -0.22231 1.99158 -2.67719
N 2.17613 0.99223 -2.56885
N -5.11950 -3.72585 0.01033
N -4.97847 -0.63782 3.25357
C -2.62476 -5.06126 2.00873
C 1.42034 2.81050 3.11142
C 0.43710 5.06668 2.49345
C 5.23979 -1.45980 -0.85220
C 2.66145 -2.68089 3.31885
C 4.12385 -1.97751 -1.75798
C 2.86905 4.80660 2.89004
C 2.52058 0.54792 -3.82638
C -0.87983 -3.44995 2.25195
C -1.47536 -4.46049 1.51445
C -3.17187 -4.62116 3.20466
C -1.41767 -2.99297 3.44516
C 3.00887 4.07805 0.20459
C -3.44411 -0.98755 -2.77378
C 2.85838 3.59733 -1.04114
C 3.69509 -3.30418 4.00798
C 0.98720 3.16440 0.05094
C -2.27917 2.62808 -3.12452
C -4.38190 0.90704 -4.04191
C 3.07190 -5.42665 3.05542
C -3.58740 0.53022 -2.78831
C -1.00659 0.89921 -2.54367
C -4.58713 -2.84593 0.52715
C 2.03997 -4.81772 2.36198
C -2.57791 -3.58414 3.91638
C 3.15961 -2.89105 -1.00483
C 1.84282 -3.45216 2.51479
C -3.93101 -1.75039 1.16965
C -1.01265 3.06029 -3.03849
C 3.89774 -4.66925 3.87919
C 3.25610 -0.56776 -3.69057
C 4.75969 -2.77650 -2.89429
C -4.51722 -1.13252 2.32347
C 1.62198 4.11548 2.34100
C 2.68932 0.14281 -1.65301
C -4.30902 0.99356 -1.52302
B 1.28719 2.25493 -2.44950
H 0.49104 2.31997 2.83556
H 2.48467 -1.61623 3.39145
H 5.92440 -0.82704 -1.42038
H 3.23274 -6.49183 2.95438
H 3.69925 -3.77629 -0.66299
H 4.34371 -2.71675 4.64449
H -4.45375 -1.39448 -2.85613
H 0.32364 5.32298 3.54787
H -3.03211 -3.22205 4.82900
H 3.84125 4.58628 0.64759
H 2.73906 -2.38064 -0.14372
H 1.63212 2.98332 -3.35080
H 4.84285 -0.88976 -0.01600
H -5.31369 0.34238 -4.04018
H 3.70857 -1.18491 -4.44010
H 5.46171 -2.17635 -3.47450
H 1.39041 -5.39927 1.71815
H -3.70837 0.77358 -0.64011
H -0.59697 4.04010 -3.19084
H -4.08736 -5.06786 3.56991
H -3.00013 -1.35686 -1.85607
H 2.21175 1.07519 -4.71088
H 2.34450 -3.20597 -1.65930
H -4.64348 1.96313 -4.08578
H 5.80205 -2.30967 -0.46179
H -0.95641 -2.16195 3.96277
H 4.01254 -3.20730 -3.56193
H 1.39070 3.03173 4.17948
H 3.53618 3.60221 -1.87595
H -1.06921 -4.75066 0.55271
H 4.70313 -5.14875 4.41999
H 3.74989 4.16589 2.83409
H -4.51090 2.06587 -1.54597
H 0.61645 5.98723 1.93482
H 2.68690 5.02914 3.94059
H -3.17650 3.16625 -3.35872
H -0.48828 4.61551 2.14610
H -3.82473 0.64609 -4.94288
H 5.31763 -3.59888 -2.44797
H 3.07310 5.75058 2.38292
H -3.12072 -5.83188 1.43506
H 2.25096 2.12856 2.91918
H -5.26095 0.46786 -1.43416
H -2.85819 -1.34747 -3.61910
```

Molecular formula: C36H44ClN6O2PSTc
Method: DFT, ωB97M-V/def2-TZVPD

Its charge is 0. As for the spin multiplicity: 2. Its total energy is -3157.77715 hartree. For the HOMO energy (spin up / spin down), the calculation gives -0.2498 / -0.2514 Ha. Its expectation value of S² is 1.030. Its LUMO energy (spin up / spin down) is -0.88 / -0.83 eV. As for the gap between HOMO and LUMO (spin up / spin down): 0.218 / 0.221 Eh.

Structure (XYZ):
```
92
C36H44ClN6O2PSTc, DFT ωB97M-V/def2-TZVPD
Tc -0.98711 -0.84999 0.54423
Cl 3.53730 -6.68500 3.84143
S -3.35878 -1.21852 0.17277
P -0.38432 1.81457 -1.49582
O 1.10783 -0.97704 0.61291
O -0.40789 -3.59440 0.80303
N -0.91908 -2.18142 -0.89500
N -0.14062 -1.64152 2.95058
N -1.62977 0.50837 2.12380
N -1.96357 -2.47935 -1.72084
N -0.95837 0.64732 -0.62430
N -4.20568 -2.22237 -2.15941
C -1.29436 4.01721 -0.01452
C -1.77853 1.09084 -3.77194
C -0.23505 -0.51555 3.77857
C 0.73425 2.85993 0.85002
C 0.82239 -5.61303 1.12793
C 3.61723 -3.53880 -1.46018
C 1.12678 -3.72805 2.60616
C 0.86925 4.40984 -1.13653
C 2.31966 1.30101 -1.39620
C -3.10912 -2.01201 -1.36623
C 3.27551 -1.63225 -0.02369
C 1.18800 1.29679 -2.43450
C 0.33440 -0.45327 5.03760
C 2.37346 -5.76926 2.93655
C 1.58602 2.18519 -3.61327
C 0.11513 0.63352 5.89454
C 2.07848 -4.47624 3.30778
C -3.00987 2.37874 2.71909
C -2.38586 2.51697 3.92515
C 1.39029 -2.94923 -0.72601
C -0.06485 -3.28897 -0.61482
C 2.25111 -3.77170 -1.43606
C 0.49381 -4.31709 1.50629
C 4.12074 -2.47124 -0.72554
C -3.10003 2.20138 -2.02076
C 1.75421 -6.34618 1.83695
C 0.02260 3.34994 -0.42668
C -2.57964 1.37896 1.84029
C 1.88109 -1.82598 -0.02226
C -1.74803 2.23108 -2.74502
C -1.39605 1.58248 4.28972
C -1.54692 3.56360 -3.47162
C 0.90568 -2.36759 3.07951
C -0.74280 1.63470 5.53887
C 1.00856 -0.15609 -2.90169
C -1.09093 0.54404 3.37576
H -5.01460 -1.65625 -1.98473
H 2.61355 2.30788 -1.10655
H 0.33226 -6.05000 0.26792
H -1.76830 0.11884 -3.27525
H 1.81697 2.89543 0.74958
H 1.74594 3.22219 -3.31729
H -3.80740 3.04050 2.41121
H 0.40489 4.75019 -2.06279
H -2.24916 3.62170 -4.30783
H 4.27567 -4.18536 -2.02472
H 2.58389 -4.03509 4.15782
H 1.83546 -4.61630 -1.97667
H 1.87664 4.06670 -1.35977
H 0.45173 1.83533 1.09111
H -3.00938 1.30146 0.85148
H -0.33349 -4.14426 -1.23815
H 2.02464 0.74149 -0.50848
H 3.67072 -0.79733 0.54387
H -3.24754 3.05614 -1.36411
H -1.74087 4.42037 -2.82790
H -1.08096 4.78660 0.73243
H 0.45735 3.49110 1.69888
H -1.97366 3.29965 0.43544
H 1.99388 -0.61457 -3.02188
H -3.90220 2.21313 -2.76400
H 0.92494 -1.28683 5.39121
H 0.46852 -0.74188 -2.15731
H -1.78996 4.50351 -0.85189
H 2.52951 1.81105 -4.02085
H -2.70169 1.16446 -4.35284
H 0.85523 2.16833 -4.42146
H 3.19546 0.81111 -1.82741
H -0.94754 1.14926 -4.47234
H 5.18863 -2.28767 -0.70653
H 1.75312 -1.97862 3.65172
H -0.54067 3.66069 -3.87746
H -2.64664 3.30711 4.61839
H -0.95807 2.45681 6.20956
H 0.59683 0.65002 6.86344
H -3.18884 1.28202 -1.43850
H 0.48888 -0.23606 -3.85373
H 2.00388 -7.35454 1.53787
H -4.02450 -2.48962 -3.11228
H 0.96036 5.27703 -0.47585
```

Molecular formula: C36H44F4O4
Method: DFT, ωB97M-V/def2-TZVPD

Its charge is 0. Its total energy is -2098.51194 hartree. As for the energy above the lowest of the compared OMol25 structures with the same formula, charge and spin: 44.3 kcal/mol. The SMILES is Fc1ccccc1.Fc1ccccc1.Fc1ccccc1.Fc1ccccc1.CC(C)=O.CC(C)=O.CC(C)=O.CC(C)=O. For the HOMO energy, the calculation gives -0.3397 Ha. Its LUMO energy is 0.44 eV. As for the gap between HOMO and LUMO: 0.356 Eh.

Structure (XYZ):
```
88
C36H44F4O4, DFT ωB97M-V/def2-TZVPD
F 3.36680 20.95763 30.34246
F 1.60427 14.29587 32.14129
F -5.35871 23.03981 31.99076
F -1.68461 15.97396 29.35407
O -1.98706 25.98978 26.64353
O -1.82068 25.65732 34.27889
O -0.46326 21.09595 32.00174
O -0.48713 21.68041 37.10571
C 2.77784 22.08380 32.36972
C 5.01960 21.12100 32.09682
C 2.21189 17.71619 31.06560
C 0.26697 15.09139 28.27936
C -1.04441 20.37119 31.14822
C 1.22792 15.29574 27.26732
C 0.04273 25.25603 35.74059
C 5.36395 21.41594 33.42429
C -5.47899 22.78506 34.29719
C 2.00581 18.35871 32.27881
C -4.17065 21.22568 33.06983
C 1.89347 15.61103 32.14756
C -1.07010 24.81914 34.83175
C 4.45817 22.18303 34.21248
C -1.25271 20.82624 29.67111
C -2.86803 25.20882 26.95349
C 1.91163 17.67247 33.46603
C 0.38170 17.46110 26.75988
C -5.27595 22.03500 35.44086
C 3.73198 21.36476 31.59115
C -0.26690 20.54060 36.78607
C -1.03196 19.37832 37.34004
C -4.30991 25.58031 26.66708
C 0.62566 20.29569 35.63597
C -5.02575 22.32318 33.09250
C -4.42130 20.96449 35.47820
C 1.79268 16.29290 33.37492
C -0.72003 16.11058 28.42038
C -3.85958 20.53018 34.24431
C -2.51967 23.86937 27.64348
C -0.54791 17.31238 27.79134
C 1.31778 16.47471 26.49375
C 2.19329 16.34616 30.98255
C -1.46839 18.95334 31.61944
C 3.23314 22.50499 33.66024
C -1.25934 23.34806 34.57101
H 0.14250 14.21029 28.89138
H 1.64343 19.99230 35.88134
H 1.74184 22.26201 32.12207
H 2.52674 23.04863 34.27005
H 0.36757 18.37138 26.17884
H -0.37786 19.00077 38.12600
H 0.18794 24.53624 36.54615
H -3.75097 20.90913 32.12639
H -1.92086 19.68041 37.89384
H -0.86568 21.82947 29.49270
H -2.78055 23.93771 28.69960
H -1.30874 18.58732 36.64305
H 6.27485 21.11252 33.91885
H -1.29421 18.29528 30.76813
H 5.65228 20.58112 31.40789
H -2.93887 23.01880 27.10600
H 0.98290 25.37079 35.20114
H -2.02655 23.15153 33.82210
H -2.52565 18.95303 31.88461
H 1.92018 14.48436 27.09753
H -2.30124 20.72102 29.39251
H 1.80237 18.29019 34.34518
H -0.90223 18.62612 32.49149
H -0.39383 22.85951 34.12345
H -1.43902 23.73024 27.67403
H -5.70811 22.45161 36.33867
H -4.75298 26.12782 27.49896
H -6.03046 23.71340 34.31927
H 1.51876 15.75936 34.27308
H -1.31160 18.05589 27.96565
H 2.01961 19.43524 32.36417
H -1.54707 22.79032 35.46222
H 2.41634 18.35861 30.22186
H -3.19810 19.67805 34.19208
H -4.12225 20.40726 36.35368
H 4.60465 22.44393 35.25020
H 2.02138 16.61182 25.68594
H 2.26839 15.85541 30.02342
H 0.16377 19.56606 34.97084
H -4.91756 24.70242 26.44760
H -4.40348 26.26972 25.82800
H -0.46021 26.10412 36.20523
H 0.61952 21.23968 35.09101
H -0.79516 20.04420 29.06517
```

Molecular formula: C36H44IrN2O3PS6Te
Method: DFT, ωB97M-V/def2-TZVPD

Its charge is -2. Its total energy is -4836.45235 hartree. As for the energy above the lowest of the compared OMol25 structures with the same formula, charge and spin: 10.3 kcal/mol. For the HOMO energy, the calculation gives -0.0353 Ha. Its LUMO energy is 3.88 eV. As for the gap between HOMO and LUMO: 0.178 Eh.

Structure (XYZ):
```
94
C36H44IrN2O3PS6Te, DFT ωB97M-V/def2-TZVPD
Ir -0.57954 0.77061 -0.15024
Te 1.90915 1.80755 -0.02571
S -4.27137 -1.75480 -2.13320
S -2.86168 3.06051 -0.01078
S -2.86881 -0.51629 -4.26393
S -0.80018 0.77370 -2.48565
S -2.47157 -0.64277 0.02024
S -5.09067 -2.39979 -4.93828
P 0.91862 -2.99707 -0.55455
O -3.13459 2.50150 -1.30032
O 0.75484 -1.51922 -0.60166
O -3.97752 3.32134 0.87094
N -1.70985 2.22138 0.72724
N 0.02069 0.60863 1.80926
C -1.85440 3.55576 2.85687
C -0.96343 7.12780 -0.78365
C 2.11674 0.60622 3.05752
C 0.43407 -5.31135 -2.17765
C -2.91475 -0.76619 -1.65560
C 1.41730 0.39694 1.77938
C -0.34736 1.69981 2.56810
C -0.68817 -3.09770 -2.81571
C -0.80660 -3.52093 -4.28414
C 0.30841 2.03657 3.75829
C 2.68633 -3.42611 -0.27965
C -0.76351 4.73546 -0.60299
C -2.89183 5.80684 -0.21793
C -4.11299 -1.60949 -3.83429
C -0.19047 5.97568 -0.84446
C -0.59915 -5.79580 -3.19961
C 4.55558 -4.28241 1.95740
C -1.36744 2.52402 2.06275
C 4.68278 -2.96867 1.16428
C 3.30934 -2.45927 0.74413
C 1.55515 1.33804 4.02887
C -2.24283 -0.17851 -2.67128
C -1.27359 3.81228 4.10300
C -0.18476 3.08382 4.54075
C -0.06588 -2.86586 2.00979
C -2.11351 4.66120 -0.29320
C -2.15179 -4.99324 1.49930
C 0.52965 -3.76602 -2.16520
C -1.70118 -4.54999 2.90151
C -0.46354 -5.00976 -4.49981
C -2.31418 7.04334 -0.47022
C -0.05226 -3.80587 0.77632
C -1.31115 -3.07756 2.87767
C 3.00916 -4.89898 0.06576
C 3.29752 -5.06528 1.55515
C -1.49413 -4.15924 0.38902
H -2.13585 -2.48508 2.47187
H 3.89529 -5.21368 -0.49663
H -0.14273 -2.89725 -4.88877
H 3.10354 0.16887 3.17624
H 4.51822 -4.06636 3.02828
H 3.13754 -3.19617 -1.25209
H -1.60119 -3.35491 -2.27726
H 5.28914 -3.12823 0.26586
H 0.86721 6.03504 -1.06945
H 3.35687 -1.45831 0.31286
H -0.16486 3.83086 -0.62566
H -2.66866 4.17419 2.51218
H 0.56714 -5.11516 -4.85843
H -0.47099 -6.86837 -3.37137
H -1.60983 -5.66076 -2.80248
H 1.41172 -5.73159 -2.43470
H 1.65316 -0.54032 1.29925
H 1.39232 -3.46425 -2.77360
H -2.49212 -4.74108 3.63111
H -3.23678 -4.89472 1.40969
H -1.54154 -4.71617 -0.54626
H 0.83199 -3.04283 2.61223
H 2.20645 -5.56954 -0.24382
H 2.43843 -4.70277 2.12524
H 0.31522 3.33658 5.47068
H 0.18117 -5.70725 -1.19042
H 2.67426 -2.37567 1.63143
H -2.91648 7.94261 -0.41205
H -1.66214 4.62615 4.70455
H 5.20438 -2.21591 1.75848
H 3.41069 -6.12258 1.80798
H -2.04017 -3.22594 0.23536
H -1.92024 -6.05415 1.35232
H 5.44321 -4.90181 1.79514
H -1.10504 -5.43666 -5.27393
H -0.04295 -1.82392 1.68585
H -0.51088 8.09507 -0.97017
H 2.05949 1.50485 4.97582
H -0.58240 -2.01560 -2.73713
H 0.46533 -4.74017 1.03013
H -3.93654 5.71600 0.04919
H -1.11857 -2.69596 3.88225
H -1.82176 -3.31638 -4.62948
H -0.83464 -5.14133 3.22151
```

Per-record largest force on an atom, eV/Å: 1.8; 0.3; 3.5; 3.5; 0.4